No. 1
Here is a structure of composition C23H33BN8OSTi from the OMol25 dataset. Energies are from the ωB97M-V functional and the def2-TZVPD basis.

As for the total charge: +2. For the gap between HOMO and LUMO, the calculation gives 7.59 eV. The calculation puts the largest force on an atom at 0.7 eV/A. For the HOMO energy, the calculation gives -13.85 eV. The spin multiplicity is 1.

CARTESIAN COORDINATES (ANGSTROEM)
Ti (-0.38, -0.62, 0.46)
C (-3.91, -1.81, -0.25)
C (-3.37, -0.53, -0.79)
C (-3.98, 0.35, -1.67)
C (-3.09, 1.39, -1.86)
C (-3.23, 2.61, -2.70)
N (-2.01, 1.15, -1.10)
N (-2.17, -0.04, -0.45)
B (-0.70, 1.95, -0.91)
N (0.45, 1.08, -1.52)
N (0.46, -0.29, -1.39)
C (1.36, -0.77, -2.26)
C (1.58, -2.23, -2.47)
C (1.94, 0.29, -2.94)
C (1.34, 1.44, -2.45)
C (1.57, 2.86, -2.85)
N (-0.58, 2.18, 0.62)
N (-0.77, 1.13, 1.49)
C (-1.05, 1.65, 2.70)
C (-1.30, 0.83, 3.91)
C (-1.03, 3.04, 2.60)
C (-0.74, 3.34, 1.28)
C (-0.64, 4.67, 0.64)
H (-5.00, -1.80, -0.27)
H (-3.60, -1.97, 0.78)
H (-3.58, -2.66, -0.85)
H (-4.96, 0.24, -2.11)
H (-4.18, 2.58, -3.24)
H (-2.43, 2.68, -3.44)
H (-3.20, 3.52, -2.10)
H (-0.74, 2.99, -1.47)
H (0.99, -2.82, -1.77)
H (2.63, -2.49, -2.38)
H (1.26, -2.50, -3.48)
H (2.69, 0.24, -3.71)
H (2.44, 2.91, -3.50)
H (1.74, 3.49, -1.98)
H (0.71, 3.25, -3.39)
H (-1.92, -0.04, 3.68)
H (-1.83, 1.43, 4.65)
H (-0.37, 0.49, 4.36)
H (-1.22, 3.74, 3.40)
H (-0.60, 5.44, 1.40)
H (-1.51, 4.88, 0.01)
H (0.24, 4.76, 0.01)
N (-1.61, -4.58, 0.39)
C (-1.19, -3.39, 0.75)
O (-0.93, -2.51, -0.11)
C (-1.03, -3.00, 2.18)
C (-0.03, -1.85, 2.16)
H (-1.73, -4.81, -0.59)
H (-1.81, -5.30, 1.07)
H (-0.73, -3.85, 2.80)
H (-2.01, -2.68, 2.55)
H (0.98, -2.25, 2.05)
H (-0.04, -1.25, 3.07)
S (1.90, 0.34, 1.29)
C (3.25, -0.68, 1.02)
N (4.45, -0.21, 1.44)
C (5.62, -0.88, 1.34)
C (5.64, -2.13, 0.78)
C (4.43, -2.67, 0.34)
C (3.26, -1.96, 0.46)
H (4.46, 0.71, 1.86)
H (6.50, -0.38, 1.71)
H (6.57, -2.67, 0.70)
H (4.42, -3.66, -0.09)
H (2.32, -2.38, 0.13)

---

No. 2
Here is a structure of composition C14H28AuN3O from the OMol25 dataset. Energies are from the ωB97M-V functional and the def2-TZVPD basis.

As for the total charge: +2. For the gap between HOMO and LUMO, the calculation gives 8.96 eV. The calculation puts the largest force on an atom at 0.4 eV/A. For the HOMO energy, the calculation gives -15.07 eV. The spin multiplicity is 1.

CARTESIAN COORDINATES (ANGSTROEM)
Au (0.45, -1.88, 0.24)
C (-0.14, -3.47, -2.28)
C (0.27, -3.76, -0.87)
O (0.49, -4.77, -0.34)
H (-0.13, -4.42, -2.81)
H (0.55, -2.76, -2.73)
H (-1.14, -3.04, -2.27)
C (1.40, -2.94, 1.68)
H (1.23, -4.00, 1.57)
H (1.02, -2.61, 2.64)
H (2.47, -2.74, 1.61)
C (-2.46, -0.50, -4.08)
C (-1.77, 0.57, -3.22)
C (-0.70, 1.32, -4.03)
C (-2.80, 1.54, -2.63)
C (-1.09, -0.12, -2.10)
N (-0.57, -0.66, -1.24)
H (-2.97, 0.00, -4.90)
H (-3.21, -1.06, -3.51)
H (-1.74, -1.20, -4.51)
H (-1.20, 1.81, -4.87)
H (0.05, 0.64, -4.44)
H (-0.20, 2.07, -3.43)
H (-3.33, 2.02, -3.45)
H (-2.31, 2.32, -2.03)
H (-3.53, 1.02, -2.01)
C (0.11, 1.30, 3.85)
C (-0.09, 0.09, 2.91)
N (0.81, 0.18, 1.75)
C (0.53, 1.42, 1.01)
C (0.77, 2.66, 1.90)
N (1.19, 2.17, 3.26)
C (2.47, 1.39, 3.15)
C (2.21, 0.19, 2.20)
H (0.44, 1.01, 4.84)
H (-0.78, 1.92, 3.95)
H (-1.12, 0.06, 2.55)
H (0.12, -0.83, 3.44)
H (-0.50, 1.40, 0.66)
H (1.18, 1.46, 0.13)
H (-0.13, 3.26, 2.04)
H (1.56, 3.31, 1.53)
H (1.34, 2.97, 3.87)
H (2.75, 1.09, 4.15)
H (3.23, 2.07, 2.77)
H (2.42, -0.74, 2.72)
H (2.86, 0.24, 1.33)

---

No. 3
Here is a structure of composition C26H33N5O5V in a non-equilibrium geometry from the OMol25 dataset. Energies are from the ωB97M-V functional and the def2-TZVPD basis.

As for the total charge: +1. For the gap between HOMO and LUMO, the calculation gives 9.69 eV. The calculation puts the largest force on an atom at 4.2 eV/A. For the HOMO energy, the calculation gives -12.18 eV. The spin multiplicity is 1.

CARTESIAN COORDINATES (ANGSTROEM)
O (0.84, -1.83, -1.11)
V (0.21, -0.61, -0.34)
O (-0.87, -1.01, 0.71)
N (1.89, 0.72, -1.39)
C (2.38, 0.51, -2.66)
C (3.48, 1.14, -3.23)
C (4.16, 2.07, -2.46)
C (3.72, 2.38, -1.16)
C (2.54, 1.73, -0.77)
H (1.84, -0.19, -3.28)
H (3.63, 1.01, -4.30)
H (4.96, 2.65, -2.88)
H (4.28, 3.01, -0.47)
H (2.31, 1.89, 0.28)
N (-1.08, -0.01, -2.13)
C (-1.23, 1.17, -2.82)
C (-2.33, 1.54, -3.64)
C (-3.34, 0.55, -3.78)
C (-3.21, -0.72, -3.16)
C (-2.10, -0.91, -2.35)
H (-0.46, 1.91, -2.67)
H (-2.35, 2.49, -4.15)
H (-4.26, 0.77, -4.29)
H (-3.96, -1.49, -3.17)
H (-2.02, -1.86, -1.84)
N (1.92, -1.02, 1.27)
C (1.84, -0.69, 2.59)
C (2.74, -1.10, 3.59)
C (3.91, -1.80, 3.21)
C (4.10, -2.02, 1.85)
C (3.09, -1.64, 0.96)
H (0.95, -0.11, 2.81)
H (2.42, -0.93, 4.61)
H (4.60, -2.27, 3.88)
H (4.99, -2.40, 1.37)
H (3.18, -1.79, -0.11)
C (-4.31, 3.53, -1.27)
C (-5.46, 3.19, -0.36)
O (-5.08, 1.99, 0.18)
C (-3.78, 1.72, -0.03)
O (-3.20, 0.71, 0.37)
O (-3.25, 2.75, -0.77)
H (-4.11, 4.59, -1.15)
H (-4.60, 3.27, -2.29)
H (-6.38, 3.11, -0.94)
H (-5.58, 3.90, 0.45)
C (2.95, -4.77, -0.42)
C (2.17, -6.03, -0.09)
C (1.01, -5.66, 0.91)
C (0.03, -4.71, 0.40)
N (-0.81, -4.00, -0.03)
H (2.48, -3.92, -0.93)
H (3.83, -5.02, -1.00)
H (3.29, -4.41, 0.55)
H (2.83, -6.77, 0.34)
H (1.74, -6.51, -0.98)
H (1.46, -5.21, 1.80)
H (0.58, -6.61, 1.22)
C (-1.55, 2.12, 4.18)
C (-2.25, 3.07, 3.22)
C (-1.36, 3.58, 2.08)
C (-0.65, 2.53, 1.31)
N (-0.13, 1.69, 0.68)
H (-0.91, 2.77, 4.79)
H (-0.92, 1.40, 3.67)
H (-2.25, 1.58, 4.81)
H (-2.78, 3.90, 3.69)
H (-3.16, 2.58, 2.85)
H (-0.64, 4.33, 2.41)
H (-1.96, 4.18, 1.40)

---

No. 4
Here is a structure of composition C15H14BrN4O3Sm in a non-equilibrium geometry from the OMol25 dataset. Energies are from the ωB97M-V functional and the def2-TZVPD basis.

As for the total charge: +2. For the gap between HOMO and LUMO (alpha / beta), the calculation gives 8.25 / 9.38 eV. The calculation puts the largest force on an atom at 1.4 eV/A. For the HOMO energy (alpha / beta), the calculation gives -15.52 / -15.52 eV. The spin multiplicity is 6.

CARTESIAN COORDINATES (ANGSTROEM)
Sm (0.45, -0.40, 0.10)
O (-3.35, -1.84, 0.14)
C (-2.36, -1.18, 0.24)
O (-1.12, -1.63, 0.35)
C (-2.49, 0.36, 0.23)
C (-3.75, 0.91, 0.19)
C (-3.88, 2.29, 0.18)
C (-2.73, 3.08, 0.21)
C (-1.50, 2.45, 0.25)
N (-1.36, 1.12, 0.26)
H (-4.61, 0.26, 0.16)
H (-4.86, 2.76, 0.15)
H (-2.78, 4.16, 0.21)
H (-0.59, 3.03, 0.28)
O (3.44, -0.46, 5.87)
C (2.67, -0.45, 4.81)
C (1.27, -0.39, 4.83)
C (0.58, -0.37, 3.64)
N (1.19, -0.40, 2.44)
C (2.52, -0.48, 2.46)
Br (3.29, -0.67, 0.68)
C (3.32, -0.50, 3.56)
H (2.96, -0.44, 6.71)
H (0.73, -0.38, 5.76)
H (-0.50, -0.32, 3.63)
H (4.40, -0.56, 3.51)
C (1.20, -1.82, -5.52)
N (0.84, -1.03, -4.35)
C (0.23, 0.20, -4.37)
C (0.09, 0.58, -3.07)
N (0.62, -0.40, -2.25)
C (1.06, -1.35, -3.08)
H (0.93, -1.28, -6.42)
H (0.67, -2.77, -5.51)
H (2.27, -2.02, -5.53)
H (-0.05, 0.69, -5.28)
H (-0.34, 1.49, -2.68)
H (1.52, -2.28, -2.77)